No. 1
C4H5N3O | ωB97M-V with the def2-TZVPD basis set

```
! RIJCOSX wB97M-V def2-TZVPD def2/J DEFGRID3
* xyz 0 1
C -0.0347 1.5184 0.0755
C 0.6795 1.2325 1.2071
C 0.6706 -0.0964 1.2166
C -0.3185 -1.9089 -0.3600
H -0.9244 2.1524 -1.4853
H 1.0191 1.8618 1.9691
H 1.0635 -0.8986 1.9570
H 0.0879 -2.9316 0.1029
H -0.8735 -1.2340 -2.0803
N -0.0401 -0.6416 0.2018
N -0.7809 -2.1545 -1.5530
N -0.4986 0.4595 -0.4877
O -0.0498 2.6410 -0.7637
*
```

Its orbital gap is 0.3672 Eh. As for the energy relative to the best compared isomer or geometry (same formula, charge and spin): 95.9 kcal/mol.

Atom charges from the Löwdin analysis, given in e for atoms 1 to 6: C -0.445; C -0.007; C -0.094; C -0.224; H 0.269; H 0.102

No. 2
C7H12O | ωB97M-V with the def2-TZVPD basis set

```
! RIJCOSX wB97M-V def2-TZVPD def2/J DEFGRID3
* xyz 1 2
C 1.7960 -0.7808 0.7354
C 1.5619 -0.6981 -0.7427
C 2.4632 -0.0429 -1.5713
C -0.7035 -1.6352 -0.6418
C 0.3401 -1.0769 -1.3362
C -3.0886 -1.3226 -1.3992
C -2.0000 -2.0327 -1.1866
H 1.0654 -0.1352 1.1798
H 1.7069 -1.7682 1.1799
H 2.7646 -0.3205 0.9337
H 2.1866 0.2629 -2.5706
H 3.4746 0.1471 -1.2304
H -0.6303 -1.9234 0.3934
H 0.2661 -0.9666 -2.4186
H -4.0131 -1.7837 -1.7259
H -3.1493 -0.2508 -1.2520
H -2.0436 -3.1205 -1.3090
H -1.0705 5.2029 4.5672
H -0.6539 6.4963 3.9565
O -0.2726 5.7492 4.4384
*
```

Its orbital gap (alpha / beta) is 0.3003 / 0.2005 Eh. The expectation value of S² is 0.79. As for the energy relative to the best compared isomer or geometry (same formula, charge and spin): 7.1 kcal/mol.

Atom charges from the Löwdin analysis, given in e for atoms 1 to 6: C -0.014; C -0.258; C 0.235; C 0.039; C 0.007; C 0.066

No. 3
C5H11NO2 | ωB97M-V with the def2-TZVPD basis set

```
! RIJCOSX wB97M-V def2-TZVPD def2/J DEFGRID3
* xyz 0 1
O 0.9171 0.0825 -2.4273
C 0.2581 -0.6213 -1.7087
C -1.2811 -0.5562 -1.6182
C -1.5959 -0.0014 -0.1873
C -0.7391 -0.6231 0.8674
C 0.3723 -0.1751 1.4371
N 1.3000 -0.9430 2.1687
H 0.7741 -1.4310 -1.1504
H -1.7031 -1.5828 -1.7091
H -1.8209 0.0137 -2.3931
H -2.6130 -0.2949 0.1827
H -1.5590 1.0598 -0.3764
H -0.9714 -1.6603 1.0666
H 0.6545 0.8669 1.1565
H 1.6459 -0.4318 2.9709
H 0.9546 -1.8006 2.5820
H 2.3340 2.6988 0.2920
H 1.6178 2.6883 -1.0510
O 1.4552 2.7113 -0.1024
*
```

Its orbital gap is 0.3376 Eh. As for the SMILES: N/C=C/CCC=O.O. As for the energy relative to the best compared isomer or geometry (same formula, charge and spin): 49.7 kcal/mol.

Atom charges from the Löwdin analysis, given in e for atoms 1 to 6: O 0.040; C -0.272; C -0.145; C -0.207; C -0.178; C -0.225

No. 4
C47H45FIN7O3PSSeV | ωB97M-V with the def2-TZVPD basis set

```
! RIJCOSX wB97M-V def2-TZVPD def2/J DEFGRID3
* xyz 3 2
V -0.2711 -1.7517 0.2817
C 5.1009 4.5987 0.8776
C 4.7816 3.9164 -0.4384
N 3.4081 3.3841 -0.4810
C 3.2082 2.0921 -0.2213
C 1.9812 1.4735 -0.1928
C 2.0194 0.0473 0.1064
O 2.9130 -0.5316 0.6633
O 0.9603 -0.7033 -0.3960
C 0.7741 2.2365 -0.4169
O -0.3604 1.7838 -0.3375
C 1.0198 3.6742 -0.6970
C -0.0734 4.5043 -0.9335
C 0.1178 5.8332 -1.1837
F -0.9587 6.6257 -1.3476
C 1.3961 6.4095 -1.2362
C 2.4821 5.5825 -0.9928
C 2.3040 4.2230 -0.7170
N 1.6068 7.7770 -1.5242
C 0.6492 8.5394 -2.3033
C 1.3667 9.6623 -3.0285
N 2.0789 10.5301 -2.0184
C 3.0420 9.7168 -1.1899
C 2.2724 8.5926 -0.5253
H 6.1124 5.0006 0.8506
H 5.0416 3.8914 1.7043
H 4.4125 5.4170 1.0881
H 5.4432 3.0690 -0.6095
H 4.9135 4.5808 -1.2915
H 4.1028 1.5125 -0.0345
H -1.0728 4.0928 -0.8885
H 3.4724 6.0072 -1.0512
H -0.1549 8.9563 -1.6807
H 0.1801 7.9097 -3.0555
H 0.6781 10.2977 -3.5821
H 2.1366 9.2807 -3.6975
H 1.3846 10.9609 -1.3995
H 2.5658 11.2974 -2.4868
H 3.5120 10.3845 -0.4701
H 3.7880 9.3357 -1.8862
H 1.5420 9.0231 0.1800
H 2.9646 7.9964 0.0649
I -2.0312 -0.6051 -1.6327
C -3.9541 -0.8837 -0.8768
C -4.7284 0.2257 -1.0883
C -6.0835 0.2290 -0.7092
C -6.6055 -0.8865 -0.1364
C -5.8121 -2.0375 0.0938
C -6.4415 -3.1710 0.6687
C -5.7435 -4.3117 0.8993
C -4.3699 -4.3437 0.5993
C -3.7016 -3.2771 0.0460
P -1.9172 -3.5535 -0.2072
C -1.4578 -4.8494 0.9785
C -1.6967 -4.6463 2.3397
C -1.2282 -5.5554 3.2709
C -0.5092 -6.6717 2.8535
C -0.2718 -6.8803 1.5039
C -0.7439 -5.9693 0.5645
C -1.7456 -4.2866 -1.8615
C -2.5785 -5.3492 -2.2144
C -2.4777 -5.9325 -3.4666
C -1.5583 -5.4481 -4.3889
C -0.7395 -4.3795 -4.0518
C -0.8332 -3.8048 -2.7933
C -4.4317 -2.0745 -0.2563
H -4.3087 1.1052 -1.5550
H -6.6891 1.1065 -0.8856
H -7.6469 -0.9181 0.1542
H -7.4933 -3.1056 0.9140
H -6.2192 -5.1840 1.3247
H -3.8319 -5.2512 0.8393
H -2.2671 -3.7846 2.6697
H -1.4278 -5.4017 4.3230
H -0.1484 -7.3851 3.5819
H 0.2658 -7.7597 1.1764
H -0.5621 -6.1402 -0.4875
H -3.3146 -5.7319 -1.5194
H -3.1244 -6.7594 -3.7246
H -1.4896 -5.8956 -5.3702
H -0.0356 -3.9860 -4.7725
H -0.1859 -2.9692 -2.5491
C 2.3095 -6.2676 -1.7793
C 2.5329 -4.7580 -1.6930
C 2.1376 -4.1887 -0.3732
N 1.0991 -3.4779 -0.1390
N 0.9794 -3.0518 1.1705
C 1.9596 -3.4885 1.9453
N 2.0447 -3.2394 3.2410
S 3.0753 -4.4721 1.0712
H 2.7095 -6.6463 -2.7170
H 1.2463 -6.5047 -1.7472
H 2.8079 -6.7997 -0.9688
H 1.9521 -4.2405 -2.4574
H 3.5846 -4.5168 -1.8596
H 1.3673 -2.6302 3.6811
H 2.8353 -3.5440 3.7840
Se -1.6225 -0.7957 1.8723
C -0.8812 -1.0751 3.6116
C -1.6226 -1.7200 4.5865
C -1.0604 -1.8471 5.8533
N 0.1392 -1.3790 6.1842
C 0.8199 -0.7279 5.2417
C 0.3646 -0.5505 3.9424
H -2.6122 -2.1095 4.3897
H -1.6091 -2.3502 6.6406
H 1.7840 -0.3294 5.5380
H 0.9570 0.0037 3.2249
*
```

Its orbital gap (alpha / beta) is 0.2288 / 0.2580 Eh. The expectation value of S² is 0.86. As for the energy relative to the best compared isomer or geometry (same formula, charge and spin): 0.0 kcal/mol.

Atom charges from the Löwdin analysis, given in e for atoms 1 to 6: V 0.342; C -0.051; C -0.174; N -0.018; C 0.045; C -0.034

No. 5
C9H21NP | ωB97M-V with the def2-TZVPD basis set

```
! RIJCOSX wB97M-V def2-TZVPD def2/J DEFGRID3
* xyz 1 1
C -0.5808 -1.1957 0.5153
C -0.9845 0.3351 0.1596
C 0.9018 -1.2595 0.8179
C 0.2565 1.1055 0.7689
C 1.3597 0.1569 0.5302
C 1.8073 -2.3371 0.1636
C 0.3689 2.4674 0.0588
C -3.4726 0.1303 -0.3049
C -2.4011 0.5711 0.6718
N 1.4637 -0.1653 -1.9082
P 3.0442 0.6485 0.2915
H -1.1376 -1.4265 1.3680
H -0.8924 -2.0138 -0.2344
H -0.8182 0.4677 -0.9093
H 1.0372 -1.2466 1.8673
H -0.0763 1.2037 1.8432
H 2.9188 -2.1131 0.1011
H 1.6782 -2.5189 -0.9147
H 1.6372 -3.2353 0.7067
H 1.0667 3.0487 0.5241
H -0.6241 2.8158 0.0185
H 0.7982 2.1952 -0.8935
H -4.4919 0.1674 0.2180
H -3.2656 -0.9772 -0.5747
H -3.4528 0.6327 -1.2591
H -2.6518 0.2014 1.6476
H -2.5309 1.5877 0.7669
H 2.3523 -0.0371 -2.1761
H 0.9716 0.4548 -2.5711
H 1.1640 -1.0541 -2.1978
H 3.5898 -0.4265 0.9708
H 3.4867 1.5794 1.3612
*
```

Its orbital gap is 0.3193 Eh. As for the energy relative to the best compared isomer or geometry (same formula, charge and spin): 47.0 kcal/mol.

Atom charges from the Löwdin analysis, given in e for atoms 1 to 6: C -0.089; C -0.244; C -0.333; C -0.308; C -0.345; C -0.055

No. 6
C16H34F6N2O6Ti | ωB97M-V with the def2-TZVPD basis set

```
! RIJCOSX wB97M-V def2-TZVPD def2/J DEFGRID3
* xyz 0 5
Ti 0.2259 -0.0716 -0.7815
C 1.3475 -3.0377 -0.3175
O 0.7305 -2.1064 0.6143
O 0.8945 -2.5440 -1.5935
C 2.8791 -3.0793 -0.0468
F 3.1989 -3.5201 1.1725
F 3.5768 -3.8707 -0.8993
F 3.3294 -1.8263 -0.1991
C 0.3871 -2.6523 1.9420
C -0.3677 -1.5579 2.6597
H -0.7079 -2.0254 3.5838
H 0.2923 -0.7673 3.0167
H -1.2339 -1.2030 2.1013
H 1.2454 -2.8313 2.5897
H -0.1738 -3.5831 1.8575
H 0.8859 -3.9934 -0.0694
C 1.0130 1.8865 -2.9715
O 0.0990 1.8973 -1.9199
O 1.7857 0.7118 -2.6972
C 0.2212 1.9713 -4.3479
F 0.6657 1.1426 -5.2521
F -1.0998 1.8120 -4.2703
F 0.4522 3.1800 -4.9112
C -0.2846 3.2852 -1.5371
C -1.3476 3.0031 -0.4510
H -0.7907 2.5541 0.3714
H -1.7573 3.9084 -0.0029
H -2.1572 2.3571 -0.7905
H -0.8684 3.8038 -2.2976
H 0.3685 3.9967 -1.0319
H 1.6382 2.7662 -2.8184
C 3.0383 0.8017 2.8154
C 2.0398 1.5378 1.9502
C 2.4008 3.0182 1.6516
O 2.2023 3.9332 2.7343
C 0.8453 4.1585 2.9250
N 1.9697 0.8074 0.7035
H 2.7175 -0.2394 2.7788
H 3.0270 1.0454 3.8777
H 4.0320 0.7592 2.3695
H 1.0711 1.5430 2.4499
H 1.9483 3.4274 0.7484
H 3.4450 3.0194 1.3388
H 0.7293 4.8660 3.7461
H 0.3256 3.2699 3.2831
H 0.3090 4.5364 2.0545
H 2.7665 1.1805 0.2076
H 2.2010 -0.1662 0.8401
C -2.5560 -0.5972 -2.6257
C -2.9777 -1.1405 -1.2028
C -2.8057 -2.6560 -1.1185
O -3.5117 -3.1127 0.0216
C -3.6400 -4.5470 0.0704
N -2.0983 -0.5445 -0.2720
H -2.7963 0.4634 -2.6989
H -3.1296 -1.1920 -3.3366
H -1.5276 -0.7937 -2.9291
H -4.0290 -0.8807 -1.0790
H -1.7776 -3.0181 -1.1100
H -3.2441 -3.1378 -1.9925
H -4.2197 -4.8200 0.9521
H -2.6960 -5.0659 0.2369
H -4.1507 -4.9402 -0.8086
H -1.7360 -1.2090 0.3969
H -2.6199 0.0871 0.3188
*
```

Its orbital gap (alpha / beta) is 0.1583 / 0.1690 Eh. The expectation value of S² is 6.01.

Atom charges from the Löwdin analysis, given in e for atoms 1 to 6: Ti 0.658; C -0.387; O -0.216; O -0.258; C -0.558; F 0.140

No. 7
C28H42N2O4S | ωB97M-V with the def2-TZVPD basis set

```
! RIJCOSX wB97M-V def2-TZVPD def2/J DEFGRID3
* xyz 0 3
O -0.3761 -1.1182 0.5471
C 0.1842 -1.1542 1.6202
C 0.0408 -2.2957 2.6004
C 1.0761 -2.6898 3.3204
C 2.3932 -1.9689 3.1113
O 3.4602 -2.5405 3.1232
C 2.2359 -0.4700 2.8385
C 3.1335 0.4682 3.3272
S 4.5710 0.0229 4.3116
C 2.8929 1.8008 3.0363
C 1.8238 2.1878 2.2674
C 0.9340 1.2574 1.7770
C 1.1362 -0.0657 2.0817
H -0.9371 -2.7566 2.7311
H 1.0251 -3.4843 4.0612
H 3.9869 -0.1132 5.5267
H 3.5758 2.5701 3.3865
H 1.6647 3.2347 2.0232
H 0.0727 1.5356 1.1761
C -3.1161 -3.6349 -0.8948
C -2.5035 -4.8419 -0.1535
C -2.4839 -6.0518 -1.0894
C -3.8772 -6.6180 -1.3482
C -4.5829 -6.9423 -0.0328
C -4.5777 -5.7965 0.9879
N -3.2503 -5.1231 1.1088
O -2.4911 -5.8532 1.8765
C -5.6535 -4.7543 0.6187
C -5.0554 -6.3599 2.3297
C -1.0676 -4.4038 0.1332
H -2.4269 -3.2707 -1.6568
H -4.0362 -3.8670 -1.4267
H -3.3113 -2.8094 -0.2088
H -1.8577 -6.8416 -0.6612
H -2.0193 -5.7769 -2.0392
H -4.4761 -5.9200 -1.9397
H -3.7935 -7.5269 -1.9483
H -5.6129 -7.2414 -0.2406
H -4.0941 -7.8190 0.4051
H -5.5844 -3.8789 1.2666
H -6.6517 -5.1748 0.7470
H -5.6070 -4.4211 -0.4156
H -4.4554 -7.2068 2.6602
H -6.0815 -6.7171 2.2406
H -5.0329 -5.5974 3.1104
H -1.0493 -3.5385 0.7918
H -0.5609 -4.1263 -0.7910
H -0.4671 -5.1928 0.5865
C 1.3550 7.3866 -2.2459
C 2.2305 6.6572 -1.2054
C 3.7064 6.8982 -1.5291
C 4.1633 6.1561 -2.7816
C 3.8543 4.6650 -2.6699
C 2.4068 4.3458 -2.2746
N 1.8985 5.2022 -1.1605
O 2.3490 4.7170 -0.0396
C 1.4798 4.4886 -3.4994
C 2.3321 2.8553 -1.9268
C 1.8866 7.3505 0.1151
H 1.4069 8.4651 -2.0933
H 1.6700 7.2272 -3.2743
H 0.3083 7.0922 -2.1551
H 4.3278 6.5792 -0.6857
H 3.8876 7.9684 -1.6526
H 3.6937 6.5768 -3.6751
H 5.2386 6.2947 -2.9129
H 4.0898 4.1760 -3.6177
H 4.5350 4.2342 -1.9280
H 0.4336 4.3782 -3.2096
H 1.6965 3.7120 -4.2338
H 1.5921 5.4319 -4.0293
H 3.0414 2.5750 -1.1488
H 2.5740 2.2546 -2.8036
H 1.3305 2.5747 -1.5954
H 0.8359 7.2038 0.3723
H 2.0635 8.4227 0.0313
H 2.4961 6.9966 0.9456
*
```

Its orbital gap (alpha / beta) is 0.2935 / 0.3083 Eh. The expectation value of S² is 2.01.

Atom charges from the Löwdin analysis, given in e for atoms 1 to 6: O 0.109; C -0.305; C 0.000; C 0.033; C -0.324; O 0.084

No. 8
C16H23ClN2O2 | ωB97M-V with the def2-TZVPD basis set

```
! RIJCOSX wB97M-V def2-TZVPD def2/J DEFGRID3
* xyz 0 1
C 0.0812 -4.5563 -2.7713
H 0.0496 -5.5914 -3.1069
O -1.2482 -4.1004 -2.8281
C -1.5115 -2.8223 -2.4552
C -0.5710 -1.8965 -2.0188
C -0.9401 -0.6104 -1.6630
C -2.2717 -0.2218 -1.7137
C -3.2261 -1.1329 -2.1680
C -2.8486 -2.4083 -2.5300
Cl -4.0341 -3.5289 -3.0894
H -4.2649 -0.8492 -2.2369
N -2.6971 1.0673 -1.3773
C -2.2943 1.9417 -0.4133
O -2.8585 3.0122 -0.3128
C -1.2130 1.5074 0.5646
N 0.1358 1.6534 0.0289
C 0.3291 2.9636 -0.5662
H 1.3669 3.0665 -0.8788
H -0.3065 3.0454 -1.4480
H 0.0758 3.7900 0.1095
C 1.2006 1.2885 0.9640
C 1.1523 -0.1973 1.3311
C 2.4090 -0.5810 2.1087
C 2.5253 0.2541 3.3801
C 2.5268 1.7418 3.0427
C 1.2741 2.1170 2.2558
H 0.3938 1.9218 2.8714
H 1.2954 3.1819 2.0178
H 2.5755 2.3308 3.9610
H 3.4127 1.9778 2.4481
H 3.4404 -0.0070 3.9154
H 1.6798 0.0328 4.0356
H 2.3745 -1.6425 2.3630
H 3.2896 -0.4154 1.4836
H 0.2795 -0.4025 1.9531
H 1.0725 -0.7988 0.4251
H 2.1313 1.4561 0.4057
H -1.3748 0.4579 0.8212
H -1.3687 2.1338 1.4570
H -3.5276 1.3847 -1.8656
H -0.1935 0.1021 -1.3475
H 0.4713 -2.1678 -1.9658
H 0.4753 -4.5184 -1.7507
H 0.7324 -3.9802 -3.4362
*
```

Its orbital gap is 0.3236 Eh. As for the SMILES: COc1ccc(NC(=O)CN(C)C2CCCCC2)cc1Cl. As for the energy relative to the best compared isomer or geometry (same formula, charge and spin): 0.0 kcal/mol.

Atom charges from the Löwdin analysis, given in e for atoms 1 to 6: C -0.082; H 0.095; O -0.116; C -0.307; C -0.007; C -0.015